C81H186N6O15 | wB97M-V/def2-TZVPD

Calculated values
- E (hartree) = -4654.45285
- largest force on an atom (eV Å⁻¹) = 4.79
- orbital gap (Ha) = 0.294
- HOMO level (eV) = -7.717
- charge = 0
- lowest unoccupied orbital energy (eV) = 0.3

Atoms and positions in Å:
C  5.73597  9.22008  -18.39681
C  5.77536  9.34243  -16.84675
C  6.40024  10.67891  -16.46192
O  4.49696  9.21510  -16.26308
H  5.30555  10.12739  -18.82064
H  5.04805  8.43531  -18.71145
H  6.71503  8.96096  -18.79980
H  6.38069  8.46410  -16.62264
H  6.54235  10.75185  -15.38369
H  5.83966  11.56650  -16.75524
H  7.39909  10.81336  -16.87705
H  4.60411  9.14350  -15.31176
C  2.82610  12.90828  -10.21868
C  3.70935  13.29981  -11.43525
C  4.16781  14.73574  -11.40237
O  4.85757  12.51766  -11.50532
H  2.58914  11.84565  -10.16606
H  1.88522  13.45833  -10.23525
H  3.19260  13.07563  -9.20588
H  3.14732  13.09638  -12.34675
H  4.59045  15.02269  -12.36525
H  5.04215  14.95582  -10.78982
H  3.41941  15.48334  -11.13951
H  5.24855  12.70565  -10.64894
C  1.52949  7.33586  -19.22950
C  2.75753  6.42676  -19.24165
C  2.89339  5.68461  -17.89182
O  2.55057  5.48421  -20.22032
H  1.41080  7.72066  -20.24239
H  1.62084  8.14329  -18.50299
H  0.61001  6.82173  -18.94964
H  3.71171  6.88945  -19.49374
H  3.19597  6.33763  -17.07323
H  3.57563  4.83710  -17.82553
H  1.92278  5.30997  -17.56676
H  2.82684  5.86448  -21.05739
C  8.42229  15.87596  -15.28283
C  8.14424  14.48391  -15.76312
C  8.32516  14.35368  -17.26241
O  9.12651  13.69808  -15.14134
H  9.47065  16.13975  -15.42236
H  8.06124  15.99042  -14.26075
H  7.84160  16.60986  -15.84166
H  7.15163  14.17914  -15.43153
H  9.27368  14.79727  -17.56513
H  7.46315  14.86939  -17.68559
H  8.14295  13.34414  -17.63083
H  8.78140  12.80606  -15.05885
C  3.57196  15.15387  -15.63569
C  3.19264  15.00619  -17.07271
C  4.19839  13.94365  -17.70323
O  1.91834  14.50712  -17.25681
H  3.53975  14.15892  -15.19167
H  2.80827  15.77366  -15.16586
H  4.55334  15.62105  -15.55361
H  3.26981  15.96106  -17.59268
H  3.75387  13.80100  -18.68819
H  4.26294  12.94231  -17.27749
H  5.23345  14.24743  -17.85966
H  1.22433  15.08042  -16.92322
C  2.20909  10.83583  -18.53653
C  0.99436  11.17173  -17.68171
C  1.46973  11.33382  -16.26879
O  0.41545  12.38743  -18.08929
H  3.08721  11.47396  -18.43754
H  2.07809  10.74441  -19.61476
H  2.58225  9.84293  -18.28553
H  0.38705  10.27391  -17.79659
H  0.98639  10.48071  -15.79268
H  1.23943  12.27544  -15.77037
H  2.50719  11.02763  -16.13453
H  0.99184  13.03741  -17.68075
C  11.15989  12.68599  -19.69582
C  10.75301  11.26551  -19.41658
C  10.82210  11.04139  -17.89051
O  9.40812  10.87832  -19.83887
H  10.93776  12.90812  -20.73957
H  12.24621  12.76762  -19.73238
H  10.64238  13.47911  -19.15616
H  11.40897  10.52107  -19.86783
H  10.36692  11.78883  -17.24072
H  11.87017  11.04321  -17.59109
H  10.50731  10.03530  -17.61341
H  8.74354  11.34233  -19.32445
C  5.08645  8.21935  -22.18383
C  4.92369  6.84716  -22.78215
C  5.70000  5.77296  -22.02004
O  3.57592  6.41784  -22.84727
H  4.44710  8.92430  -22.71523
H  6.10260  8.59430  -22.06157
H  4.65333  8.38384  -21.19720
H  5.18117  7.04597  -23.82247
H  6.74176  6.09124  -21.98081
H  5.61984  4.83226  -22.56480
H  5.30534  5.52192  -21.03550
H  3.58011  5.51781  -23.18123
C  2.63131  8.21912  -13.71832
C  3.30672  9.12797  -12.70903
C  3.98792  8.25300  -11.63632
O  4.36407  9.73067  -13.46368
H  2.18876  8.80493  -14.52397
H  1.80394  7.71147  -13.22247
H  3.21622  7.40156  -14.13971
H  2.60551  9.79281  -12.20465
H  3.34765  7.99077  -10.79407
H  4.83802  8.68570  -11.10887
H  4.31357  7.25882  -11.94235
H  4.70218  10.47000  -12.95312
C  11.53396  4.52768  -15.76497
C  10.19394  5.01948  -16.38424
C  10.40766  6.48806  -16.97895
C  9.16507  6.88738  -17.80071
C  9.18908  5.91534  -19.05383
C  8.95620  4.45201  -18.58762
N  9.86826  4.05178  -17.50409
O  9.84632  2.70812  -17.25090
C  7.45456  4.22337  -18.24796
C  9.17113  3.63132  -19.94952
C  8.99945  4.95525  -15.43353
H  11.56151  3.49907  -15.40536
H  11.75681  5.25372  -14.98312
H  12.23149  4.60548  -16.59893
H  10.59296  7.18249  -16.15949
H  11.30940  6.58854  -17.58299
H  9.33596  7.91759  -18.11305
H  8.25512  6.92275  -17.20167
H  10.08254  6.04038  -19.66553
H  8.30624  6.20298  -19.62477
H  7.17031  4.84654  -17.40004
H  6.77255  4.39751  -19.08020
H  7.34500  3.18801  -17.92525
H  8.51343  3.98522  -20.74342
H  10.21199  3.74696  -20.25178
H  9.01411  2.58024  -19.70729
H  8.66706  3.95878  -15.14255
H  8.17659  5.63138  -15.66559
H  9.29185  5.38579  -14.47580
H  10.79858  2.58682  -17.26037
C  5.38015  16.41303  -23.04231
C  6.09821  15.04237  -22.93555
C  7.03393  15.23677  -21.68017
C  7.72745  13.95734  -21.12359
C  6.60756  12.92892  -20.71333
C  5.68724  12.60906  -21.92766
N  5.19003  13.86968  -22.64411
O  4.10949  13.78884  -23.47551
C  6.44055  11.69384  -22.86748
C  4.36696  11.81856  -21.50048
C  6.88253  14.84014  -24.22800
H  4.91665  16.72878  -22.10766
H  4.61004  16.34606  -23.81078
H  5.98684  17.24246  -23.40573
H  7.65102  16.10124  -21.92511
H  6.40756  15.53192  -20.83836
H  8.21239  14.26524  -20.19724
H  8.46098  13.62523  -21.85825
H  5.99398  13.19297  -19.85200
H  7.10452  12.01622  -20.38455
H  6.55721  10.68990  -22.45932
H  5.89661  11.61934  -23.80912
H  7.41305  12.06197  -23.19432
H  4.66808  10.87417  -21.04709
H  3.80693  12.42868  -20.79180
H  3.76658  11.63446  -22.39140
H  6.28031  14.70295  -25.12612
H  7.61249  14.03711  -24.12601
H  7.59171  15.66173  -24.32872
H  4.58565  13.44560  -24.23515
C  -0.03565  1.63783  -14.32250
C  1.52867  1.86601  -14.44772
C  1.78730  3.39286  -14.74004
C  1.77253  4.36130  -13.56210
C  2.64161  3.75346  -12.43892
C  2.27726  2.31994  -12.03207
N  2.30294  1.45945  -13.25490
O  2.08902  0.07781  -13.01181
C  3.39143  1.94162  -11.08629
C  0.90392  2.34434  -11.25771
C  1.89700  1.15647  -15.70627
H  -0.23567  0.65002  -13.90737
H  -0.62452  1.74665  -15.23327
H  -0.36974  2.32704  -13.54696
H  2.73020  3.46859  -15.28162
H  1.02699  3.78759  -15.41401
H  0.76232  4.53403  -13.19095
H  2.26453  5.28486  -13.86715
H  2.66493  4.37833  -11.54612
H  3.68844  3.81203  -12.73694
H  3.14392  0.93822  -10.73983
H  4.30798  1.99949  -11.67338
H  3.61112  2.46269  -10.15445
H  0.96537  2.80783  -10.27309
H  0.05875  2.83349  -11.74199
H  0.65987  1.32647  -10.95359
H  1.63649  0.10002  -15.64193
H  2.97062  1.23769  -15.87610
H  1.40373  1.54020  -16.59932
H  1.17901  0.00549  -12.71473
C  9.60058  8.33746  -24.24759
C  10.75176  8.92694  -23.42872
C  12.16731  8.57772  -24.12291
C  12.41482  9.37442  -25.33804
C  12.33759  10.91963  -25.07727
C  10.96165  11.35154  -24.29307
N  10.64346  10.37593  -23.21638
O  9.48457  10.75827  -22.47525
C  11.15452  12.69874  -23.51455
C  9.86653  11.44457  -25.45917
C  10.73348  8.27877  -22.01910
H  8.63501  8.62747  -23.83326
H  9.60859  7.24908  -24.18864
H  9.69568  8.63543  -25.29175
H  12.96312  8.78779  -23.40831
H  12.18014  7.52446  -24.40322
H  11.68229  9.14239  -26.11113
H  13.40896  9.07193  -25.66711
H  12.43579  11.28838  -26.09829
H  13.24737  11.31917  -24.62919
H  11.63510  13.38273  -24.21404
H  10.19103  13.19199  -23.38615
H  11.71713  12.60977  -22.58522
H  10.11451  12.13814  -26.26264
H  9.79339  10.52480  -26.03950
H  8.89849  11.76494  -25.07400
H  11.17221  7.28809  -22.13810
H  9.73516  8.24072  -21.58320
H  11.40673  8.80299  -21.34084
H  9.71125  10.86633  -21.54868
C  -2.53438  5.29704  -14.92842
C  -2.36001  6.65942  -14.22451
C  -0.96922  7.30983  -14.48064
C  -0.99172  7.94652  -15.89182
C  -2.10466  8.98426  -16.01036
C  -3.49662  8.37627  -15.73043
N  -3.47041  7.64940  -14.51035
O  -4.67797  7.16639  -14.14622
C  -4.46788  9.68756  -15.62237
C  -3.98975  7.55207  -17.00245
C  -2.35181  6.44024  -12.69730
H  -3.51619  5.05283  -15.33402
H  -1.91398  5.27489  -15.82436
H  -2.21343  4.39749  -14.40314
H  -0.83887  8.00337  -13.64991
H  -0.14997  6.59512  -14.55899
H  -0.02704  8.40858  -16.10156
H  -1.14998  7.27117  -16.73262
H  -2.02085  9.33030  -17.04057
H  -1.88674  9.76558  -15.28224
H  -4.34818  10.28879  -16.52364
H  -4.30591  10.36368  -14.78288
H  -5.51588  9.39260  -15.67515
H  -3.11923  6.96483  -17.29476
H  -4.37752  8.17835  -17.80588
H  -4.81138  6.86711  -16.79305
H  -3.11084  5.72409  -12.38250
H  -1.37497  6.17993  -12.28971
H  -2.43226  7.41855  -12.22344
H  -4.83980  7.59818  -13.30422
C  11.43735  9.89734  -12.07874
C  10.27408  10.42801  -12.96102
C  9.03552  9.42386  -12.75692
C  8.15834  9.67888  -11.55712
C  7.71206  11.09757  -11.49921
C  8.90940  12.12446  -11.60261
N  9.79285  11.82157  -12.68299
O  10.86165  12.70820  -12.79007
C  8.28754  13.63408  -11.63226
C  9.74231  12.09412  -10.28702
C  10.72413  10.30857  -14.41894
H  11.93886  9.09000  -12.61240
H  11.15491  9.60168  -11.06834
H  12.16294  10.70895  -12.02484
H  8.47168  9.52545  -13.68421
H  9.44210  8.41836  -12.64850
H  8.72602  9.40305  -10.66843
H  7.25109  9.07688  -11.50615
H  7.08511  11.30589  -10.63224
H  7.04120  11.21534  -12.35019
H  7.31157  13.59352  -12.11593
H  7.97058  13.88914  -10.62103
H  8.98799  14.31587  -12.11458
H  9.11722  12.37171  -9.43831
H  10.20632  11.16036  -9.96938
H  10.59259  12.77286  -10.35370
H  10.93178  9.30942  -14.80191
H  11.48151  11.04374  -14.69098
H  9.99828  10.69123  -15.13644
H  10.45994  13.34109  -13.38980